Record 1
The molecule C19H20FN3O4S. Source: OMol25; level of theory: ωB97M-V/def2-TZVPD.

SMILES: CC(=O)Nc1ccc(S(=O)(=O)N2CCN(C(=O)c3ccccc3F)CC2)cc1
LUMO level: 0.407 eV
orbital gap: 9.3 eV

Last column: Löwdin charge in e.
Element x y z (Å)
1 C 7.852 0.946 -0.412  0.00
2 C 6.593 0.223 0.016  -0.51
3 O 6.591 -0.871 0.525  0.08
4 N 5.464 0.957 -0.247  0.12
5 C 4.132 0.642 0.008  -0.21
6 C 3.746 -0.530 0.661  0.01
7 C 2.405 -0.777 0.887  -0.04
8 C 1.452 0.130 0.466  -0.28
9 C 1.820 1.293 -0.182  -0.05
10 C 3.157 1.551 -0.410  -0.01
11 H 3.453 2.462 -0.912  0.11
12 H 1.050 1.983 -0.491  0.11
13 S -0.274 -0.236 0.747  0.70
14 O -0.453 -0.629 2.111  -0.26
15 O -1.050 0.864 0.238  -0.27
16 N -0.424 -1.593 -0.245  -0.22
17 C -0.959 -1.282 -1.550  -0.16
18 H -0.761 -2.134 -2.205  0.13
19 C -2.472 -0.977 -1.463  -0.13
20 N -3.022 -1.647 -0.308  -0.04
21 C -3.667 -1.049 0.727  -0.41
22 O -3.920 -1.644 1.756  0.09
23 C -4.107 0.365 0.533  -0.09
24 C -3.770 1.301 1.504  -0.01
25 C -4.200 2.611 1.395  -0.07
26 C -4.994 3.000 0.328  -0.08
27 C -5.362 2.078 -0.637  -0.01
28 C -4.912 0.777 -0.522  -0.22
29 F -5.281 -0.117 -1.471  0.07
30 H -5.989 2.351 -1.471  0.12
31 H -5.335 4.021 0.247  0.10
32 H -3.920 3.331 2.149  0.10
33 H -3.155 0.982 2.330  0.12
34 C -2.460 -2.961 -0.085  -0.10
35 C -0.990 -2.792 0.343  -0.15
36 H -0.389 -3.656 0.036  0.12
37 H -0.921 -2.668 1.424  0.11
38 H -3.036 -3.451 0.700  0.13
39 H -2.540 -3.533 -1.013  0.13
40 H -2.614 0.098 -1.357  0.11
41 H -2.986 -1.324 -2.368  0.13
42 H -0.421 -0.413 -1.929  0.12
43 H 2.085 -1.670 1.399  0.12
44 H 4.498 -1.229 0.985  0.10
45 H 5.604 1.855 -0.692  0.14
46 H 7.825 1.152 -1.480  0.08
47 H 8.713 0.322 -0.190  0.08
48 H 7.945 1.887 0.126  0.08

---

Record 2
A structure of composition C19H27N5O2PtS. Source: OMol25; level of theory: ωB97M-V/def2-TZVPD.

spin multiplicity: 5
LUMO level (spin up / spin down): -12.980 / -18.688 eV
orbital gap (spin up / spin down): 5.8 / 1.5 eV
charge: +4

Last column: Löwdin spin population.
Element x y z (Å)
1 N 1.121 1.353 -3.676  0.03
2 C 1.072 1.388 -4.827  0.00
3 C 1.096 1.510 -6.276  0.00
4 H 1.683 2.401 -6.538  0.00
5 H 0.075 1.607 -6.663  0.00
6 H 1.583 0.633 -6.722  0.00
7 N -4.473 -1.774 1.443  0.24
8 C -5.322 -2.417 0.994  0.11
9 C -6.422 -3.236 0.502  0.04
10 H -6.768 -2.862 -0.470  0.00
11 H -7.247 -3.204 1.224  0.02
12 H -6.100 -4.276 0.380  0.01
13 N 1.991 4.244 1.616  0.29
14 C 1.625 4.349 2.717  0.15
15 C 1.235 4.568 4.105  0.05
16 H 1.160 3.622 4.655  0.02
17 H 0.252 5.050 4.153  0.00
18 H 1.991 5.203 4.593  0.02
19 Pt -1.712 1.154 0.296  0.68
20 C -0.863 0.778 1.890  0.07
21 O -0.289 0.440 2.834  0.03
22 C -0.600 -0.227 -0.736  0.39
23 O -1.093 -1.266 -1.161  0.53
24 C -2.457 1.603 -1.711  0.04
25 C -1.840 2.874 -1.537  0.23
26 C -2.029 3.542 -0.348  0.17
27 C -2.867 2.986 0.656  0.11
28 C -3.846 2.046 0.232  0.08
29 C -3.625 1.320 -0.940  0.12
30 H -2.168 0.941 -2.538  0.00
31 H -1.163 3.240 -2.308  0.01
32 H -1.496 4.461 -0.112  0.00
33 H -2.880 3.409 1.671  0.00
34 H -4.664 1.798 0.919  0.00
35 H -4.253 0.465 -1.224  0.01
36 C 1.819 -4.408 1.344  0.00
37 C 2.026 -3.609 0.075  0.01
38 N 1.314 -2.300 0.111  0.05
39 C 1.907 -1.124 -0.081  0.06
40 S 1.091 0.253 -0.862  0.38
41 N 3.196 -0.900 0.208  0.03
42 C 3.977 -1.516 1.324  0.01
43 C 5.402 -1.733 0.865  0.00
44 H 2.077 -3.830 2.239  0.00
45 H 2.441 -5.308 1.308  0.00
46 H 0.780 -4.745 1.440  0.00
47 H 3.082 -3.433 -0.150  0.00
48 H 1.593 -4.154 -0.775  0.00
49 H 0.332 -2.352 -0.163  0.00
50 H 3.512 0.039 -0.047  0.00
51 H 3.935 -0.798 2.160  0.00
52 H 3.501 -2.444 1.653  0.00
53 H 5.878 -0.773 0.641  0.00
54 H 5.990 -2.223 1.648  0.00
55 H 5.441 -2.366 -0.029  0.00

---

Record 3
A structure of composition C21H42MnO21. Source: OMol25; level of theory: ωB97M-V/def2-TZVPD.

spin multiplicity: 7
LUMO level (spin up / spin down): -1.630 / -1.698 eV
orbital gap (spin up / spin down): 2.0 / 11.5 eV
charge: +1

Last column: Löwdin spin population.
Element x y z (Å)
1 Mn 0.014 0.399 0.126  4.73
2 C 3.443 2.977 -1.979  0.08
3 O 3.277 1.649 -2.391  0.02
4 C 2.404 0.761 -1.895  0.04
5 O 1.599 0.978 -0.987  0.05
6 O 2.605 -0.474 -2.463  0.01
7 C 3.533 -0.755 -3.482  0.03
8 H 2.688 3.618 -2.432  0.02
9 H 4.338 3.395 -2.440  0.01
10 H 3.433 3.071 -0.893  0.02
11 H 4.495 -0.409 -3.105  0.01
12 H 3.239 -0.434 -4.482  0.01
13 H 3.632 -1.840 -3.518  0.00
14 C -0.891 5.128 -0.144  0.05
15 O -0.935 4.571 1.149  0.02
16 C -0.840 3.278 1.385  0.03
17 O -0.685 2.402 0.569  0.04
18 O -1.038 2.956 2.679  0.01
19 C -1.305 3.926 3.722  0.02
20 H -1.373 6.106 -0.171  0.00
21 H -1.397 4.664 -0.991  0.01
22 H 0.168 5.341 -0.285  0.02
23 H -1.831 3.322 4.462  0.00
24 H -1.928 4.726 3.323  0.00
25 H -0.402 4.367 4.144  0.01
26 C -2.556 -4.136 -1.395  0.01
27 O -1.909 -2.922 -1.119  0.00
28 C -0.757 -2.524 -1.715  0.01
29 O -0.297 -1.416 -1.442  0.02
30 O -0.310 -3.269 -2.681  0.01
31 C 0.819 -2.871 -3.428  0.02
32 H -2.188 -4.871 -0.678  0.00
33 H -2.348 -4.490 -2.404  0.00
34 H -3.617 -3.944 -1.239  0.00
35 H 0.678 -3.230 -4.447  0.00
36 H 1.721 -3.266 -2.960  0.00
37 H 0.916 -1.785 -3.443  0.00
38 C -0.745 0.796 -4.190  0.03
39 O -2.016 0.686 -3.605  0.01
40 C -2.113 0.763 -2.312  0.02
41 O -1.176 0.979 -1.529  0.04
42 O -3.347 0.508 -1.827  0.01
43 C -4.401 -0.043 -2.600  0.01
44 H -0.888 0.819 -5.271  0.01
45 H -0.102 -0.031 -3.887  0.00
46 H -0.241 1.716 -3.894  0.01
47 H -4.837 0.799 -3.139  0.00
48 H -5.063 -0.480 -1.852  0.00
49 H -4.048 -0.849 -3.243  0.00
50 C 3.795 -2.326 0.481  0.03
51 O 2.675 -3.242 0.498  0.01
52 C 1.533 -2.800 0.908  0.02
53 O 1.087 -1.624 0.835  0.04
54 O 0.888 -3.826 1.240  0.01
55 C -0.389 -3.741 1.788  0.02
56 H 4.077 -1.962 1.469  0.01
57 H 3.433 -1.476 -0.098  0.00
58 H 4.585 -2.789 -0.110  0.01
59 H -1.104 -3.315 1.084  0.00
60 H -0.466 -3.196 2.729  0.01
61 H -0.598 -4.794 1.979  0.00
62 C 4.592 0.885 1.895  0.05
63 O 3.231 0.918 1.442  0.02
64 C 2.190 1.031 2.250  0.06
65 O 0.982 0.794 1.954  0.05
66 O 2.581 1.553 3.418  0.02
67 C 1.583 1.772 4.421  0.04
68 H 4.915 1.913 1.732  0.02
69 H 5.152 0.240 1.217  0.01
70 H 4.878 0.456 2.855  0.01
71 H 1.438 2.846 4.538  0.01
72 H 1.918 1.402 5.390  0.01
73 H 0.568 1.457 4.178  0.00
74 C -2.317 0.036 3.611  0.02
75 O -3.193 -0.580 2.669  0.01
76 C -2.858 -0.762 1.328  0.02
77 O -1.793 -0.301 0.872  0.04
78 O -3.682 -1.568 0.612  0.00
79 C -4.916 -2.022 1.238  0.01
80 H -2.100 1.066 3.331  0.00
81 H -1.400 -0.490 3.877  0.01
82 H -2.963 0.182 4.477  0.00
83 H -4.707 -2.821 1.949  0.00
84 H -5.655 -2.343 0.504  0.00
85 H -5.377 -1.235 1.835  0.00

---

Record 4
The molecule C5H7NO. Source: OMol25; level of theory: ωB97M-V/def2-TZVPD.

SMILES: C#CCCNC=O
LUMO level: 0.911 eV
orbital gap: 10.8 eV

Last column: Löwdin charge in e.
Element x y z (Å)
1 O -2.096 0.228 -1.161  0.02
2 C -1.671 0.868 -0.222  -0.37
3 N -0.956 0.339 0.813  0.00
4 C -0.385 -0.987 0.686  -0.19
5 C 0.808 -1.060 -0.310  -0.18
6 C 1.489 0.232 -0.459  -0.15
7 C 1.979 1.322 -0.609  0.11
8 H -1.859 1.951 -0.098  0.13
9 H -0.435 1.002 1.369  0.13
10 H -1.175 -1.662 0.345  0.12
11 H -0.071 -1.312 1.682  0.12
12 H 1.514 -1.831 0.025  0.11
13 H 0.441 -1.375 -1.293  0.12
14 H 2.418 2.285 -0.767  0.03

---

Respective energy above the lowest of the compared OMol25 structures with the same formula, charge and spin values: 2.6, 72.4, 0.0, 41.9 kcal per mole.
Respective E_tot values: -1699.32996, -1680.02342, -3556.11559, -324.65763 hartree.